The following is a quantum chemistry calculation of a cluster of 7 separate species, C4H22N2O6 in total at a distorted geometry, from OMol25.

Structure (XYZ):
```
34
Properties=species:S:1:pos:R:3:forces:R:3
C -1.005825 -2.046477 -0.022270 -2.493 0.193 1.165
C -1.153157 -0.882377 0.904826 -0.618 0.596 2.439
C -0.918764 0.347085 0.127427 0.499 2.430 1.187
C -1.898278 1.178695 -0.121149 -3.322 -1.301 -0.462
N 0.414550 0.839439 -0.127350 -1.063 -0.053 -2.088
N 0.256180 -2.647130 0.036862 -0.282 0.847 1.401
H -1.912673 -2.550918 0.325750 0.822 -1.928 -0.002
H -1.398019 -1.806733 -0.979450 0.434 0.663 -1.301
H -0.558328 -0.942982 1.885073 -0.105 -0.203 -1.756
H -2.173588 -0.959579 1.415742 0.904 0.881 -1.267
H -1.805926 2.076034 -0.648579 0.464 1.320 -0.635
H -2.961965 0.820261 -0.026603 1.233 0.510 0.271
H 0.996579 0.081920 0.042082 1.875 -1.277 0.392
H 0.598383 1.023723 -1.165326 -0.618 0.132 2.052
H 0.809321 -2.601780 -0.737756 1.277 0.036 -2.702
H 0.178013 -3.536208 0.377846 0.306 -2.709 0.960
H 1.260187 -1.098235 1.159581 -0.296 -0.348 0.280
H 2.306042 -1.966978 1.766597 -1.311 2.164 0.983
O 1.748708 -1.130396 1.988962 2.062 -2.046 -0.665
H 2.938927 1.906075 -2.165752 3.231 -0.389 -1.240
H 2.023570 3.236707 -1.939672 0.896 -3.032 -0.022
O 2.137350 2.214372 -1.877567 -3.897 3.504 1.001
H 0.460776 -2.646409 -3.457447 -0.243 -0.115 -0.082
H 1.267033 -1.329901 -3.242626 -3.387 -1.177 -0.023
O 0.282681 -1.724858 -3.239807 3.845 1.232 0.202
H 0.091567 1.813002 3.757556 -2.246 -1.315 -0.255
H -0.684382 0.685139 3.047974 0.393 -2.079 -2.649
O -0.779542 1.262832 3.739700 1.461 3.391 3.058
H -1.357932 -0.291624 -3.086907 6.714 -2.581 5.891
H -1.742255 0.882815 -3.902752 -0.705 -2.482 0.695
O -1.968898 -0.076010 -3.629210 -6.193 5.125 -6.671
H 1.476501 1.591058 2.255488 0.226 0.866 0.003
H 1.796329 3.145432 2.276184 -0.094 -0.233 -0.278
O 1.523811 2.396743 2.810849 0.231 -0.620 0.117
```
Positions in Å, forces in eV/Å.

* SMILES: C=C(N)CCN.O.O.O.O.O.O
* energy above the lowest of the compared OMol25 structures with the same formula, charge and spin: 431.7 kJ/mol
* frontier orbital gap: 0.29577 Eh
* E: -726.40508 Eh


The following is a quantum chemistry calculation of a cluster of 7 separate species, C4H22N2O8 in total at a distorted geometry, from OMol25.

Structure (XYZ):
```
36
Properties=species:S:1:pos:R:3:forces:R:3
C 0.536599 -0.485564 -2.980803 0.170 -0.322 1.163
O -0.051316 0.667542 -3.538987 0.132 0.034 -0.471
C 1.321310 -0.172919 -1.639641 -0.148 1.397 -0.510
C 0.674652 -0.683679 -0.360853 0.479 -0.599 -0.325
C 1.630647 -0.817465 0.814303 -1.776 0.280 -0.194
N 2.349292 0.297621 1.141087 0.535 -0.759 0.653
O 1.530827 -1.785545 1.547487 0.727 0.077 0.328
N 1.463482 1.287351 -1.399289 0.179 -0.122 -0.529
H 1.267873 -0.902678 -3.669040 -0.098 0.267 -0.388
H -0.213841 -1.260620 -2.805546 0.010 0.025 0.068
H -0.936216 0.802711 -3.193727 -0.025 -0.106 0.124
H 2.354377 -0.507555 -1.777307 -0.184 -0.475 0.206
H 0.152614 -1.630998 -0.469340 0.312 -0.139 -0.063
H -0.096748 0.026831 -0.072064 -0.014 0.114 0.099
H 2.612293 0.977855 0.438598 -0.326 0.028 -0.118
H 2.956315 0.102609 1.925960 0.377 0.270 -0.201
H 1.757730 1.765734 -2.246409 0.301 -0.184 -0.024
H 0.538603 1.678620 -1.277314 -0.107 0.065 0.248
H -0.770779 2.456382 0.099796 -0.584 0.475 -0.150
H -0.856532 4.002600 0.433215 -0.357 -0.192 -0.027
O -0.307252 3.310434 0.062631 0.743 -0.169 0.239
H -3.107438 -1.781999 -1.521055 -0.078 -0.501 0.129
H -2.015775 -2.645089 -0.761058 -0.288 -0.081 0.135
O -2.203800 -1.807697 -1.198635 0.245 0.669 -0.196
H -1.538328 -1.977346 1.490724 0.287 -0.160 0.087
H -0.506780 -2.860365 2.167145 0.217 -0.004 -0.241
O -1.274518 -2.906556 1.587874 -0.472 -0.028 -0.144
H -2.185428 0.377034 -0.717365 0.050 0.081 -0.110
H -2.199586 0.856310 0.693073 -0.002 0.205 -0.425
O -2.185939 1.213963 -0.228580 -0.086 -0.400 0.350
H -2.315763 -0.367057 2.683758 -0.028 -0.004 -0.063
H -0.966382 0.366725 2.507752 -0.151 -0.337 -0.215
O -1.664080 -0.142872 2.007711 -0.097 0.297 0.735
H 0.057970 2.050059 2.452346 0.738 0.061 -0.286
H 1.055431 0.869636 2.857135 0.063 0.450 -0.580
O 0.263809 1.365175 3.097828 -0.743 -0.211 0.696
```
Positions in Å, forces in eV/Å.

* SMILES: NC(=O)C[C@H](N)CO.O.O.O.O.O.O
* energy above the lowest of the compared OMol25 structures with the same formula, charge and spin: 27.6 kJ/mol
* frontier orbital gap: 0.35994 Eh
* E: -877.06814 Eh


The following is a quantum chemistry calculation of a cluster of 8 separate species, C4H22N2O9 in total at a distorted geometry, from OMol25.

Structure (XYZ):
```
37
Properties=species:S:1:pos:R:3:forces:R:3
O 2.371736 2.788535 1.447525 -0.062 -0.162 -0.213
C 1.617694 1.837876 1.398652 -0.570 0.823 0.347
N 2.001885 0.612221 0.950102 1.103 -1.023 -0.379
C 3.247601 0.355395 0.257968 -2.710 0.903 1.787
O 3.334262 -0.652194 -0.360999 1.115 -0.556 -0.546
C 0.129258 1.956284 1.797270 1.401 0.546 0.837
N -0.764405 1.673230 0.682506 0.004 0.261 1.002
C -2.167104 1.587540 1.096230 -0.989 0.045 0.550
H 1.486655 -0.210356 1.237278 -0.287 0.055 -0.450
H 3.888503 1.209597 0.485751 0.818 -0.188 -0.748
H 0.008733 1.304857 2.660509 -0.431 -0.720 -0.207
H 0.096392 2.939221 2.296540 -0.445 0.160 -0.679
H -0.621724 2.428486 0.012531 -0.273 -0.235 -0.254
H -2.688966 0.815293 0.547481 -0.113 -0.052 -0.558
H -2.798467 2.496127 1.045530 0.710 -0.079 -0.255
H -2.294384 1.245576 2.130200 0.556 0.097 -0.018
H 0.057030 -2.312661 -2.143091 0.067 -0.400 -0.597
H 1.412033 -2.200935 -2.608951 0.133 -0.128 -0.550
O 0.535731 -2.339593 -2.998294 -0.095 0.666 0.882
H 0.556830 -3.730617 2.974702 0.916 0.632 0.031
H -0.669411 -3.052797 3.002287 0.149 1.192 -0.025
O 0.275506 -2.795136 3.009793 -0.979 -1.776 -0.047
H -0.144178 0.846296 -3.259153 -0.042 0.236 -0.290
H -0.544636 1.701589 -4.492660 0.043 -0.140 0.017
O -0.245256 1.755860 -3.580985 0.060 -0.171 0.248
H 1.060253 2.938472 -1.085921 0.443 0.096 0.259
H 0.297736 3.239436 -2.320401 -0.329 0.120 0.085
O 0.413306 3.566608 -1.411511 -0.038 -0.233 -0.303
H -1.839564 -1.250490 0.165217 -0.141 0.276 -0.018
H -0.633936 -0.265799 0.546904 -0.587 -0.028 -0.433
O -0.926339 -1.198539 0.464203 0.244 -0.004 0.353
H -2.262784 -3.189692 -0.883953 -0.392 -0.461 0.695
H -2.813073 -2.297169 -1.828554 -0.842 0.364 -0.115
O -3.088708 -2.685165 -0.982986 1.356 0.077 -0.615
H 1.338640 -3.158305 -0.013597 0.113 -0.103 -0.085
H -0.089872 -2.689504 0.157955 0.180 0.210 -0.032
O 0.463021 -3.269545 -0.396079 -0.085 -0.299 0.325
```
Positions in Å, forces in eV/Å.

* SMILES: CNCC(=O)NC=O.O.O.O.O.O.O.O
* energy above the lowest of the compared OMol25 structures with the same formula, charge and spin: 205.9 kJ/mol
* frontier orbital gap: 0.37557 Eh
* E: -952.27139 Eh


The following is a quantum chemistry calculation of a cluster of 7 separate species, C4H22NO6 in total at a distorted geometry, from OMol25.

Structure (XYZ):
```
33
Properties=species:S:1:pos:R:3:forces:R:3
C 0.152076 1.401564 2.904881 0.097 0.291 -0.219
C -1.135160 1.330928 2.059657 0.882 -0.753 0.112
C -1.343828 -0.044748 1.492466 -0.389 -0.252 0.219
C -1.942958 -1.057936 2.090656 -0.261 -0.312 -0.002
N -0.727087 -0.330048 0.183948 1.099 0.998 -0.492
H 0.248079 2.409292 3.309730 0.017 -0.067 0.120
H 0.115483 0.683845 3.721849 -0.020 0.025 0.034
H 1.067236 1.212001 2.337743 -0.114 -0.093 -0.116
H -1.949458 1.551476 2.743636 -0.281 0.195 -0.346
H -1.069695 2.016382 1.217641 -0.282 0.371 0.203
H -2.320755 -1.018974 3.103303 -0.098 0.407 -0.069
H -2.095612 -2.019732 1.613133 0.257 0.039 -0.108
H -1.249541 -0.980174 -0.410968 0.121 -0.141 0.144
H 0.209694 -0.736487 0.347164 -0.343 -0.481 0.227
H -0.454758 0.512769 -0.400359 -0.957 -0.062 0.423
H -2.327069 -2.159809 -2.114668 0.238 0.087 -0.103
H -1.230807 -3.171144 -1.885599 0.237 0.014 -0.007
O -1.376415 -2.217843 -1.926432 -0.579 -0.041 0.035
H 3.135419 1.224350 -2.316051 -0.246 0.411 -0.589
H 1.749865 1.397521 -3.078503 0.111 -0.377 -0.071
O 2.218683 1.530087 -2.241981 0.559 -0.036 0.542
H 0.057740 -0.530083 -3.046210 0.108 0.028 -0.042
H -0.450823 -0.024034 -4.379466 0.386 0.193 0.089
O 0.222893 0.157912 -3.704772 -0.488 -0.262 -0.168
H 1.621110 -2.037162 0.729131 0.279 -0.141 -0.037
H 0.692003 -3.002073 1.442614 0.005 -0.099 0.246
O 1.059171 -2.115198 1.510464 -0.040 -0.039 -0.289
H 2.717825 -0.299904 0.376535 0.086 -0.035 -0.335
H 2.311380 0.140485 -1.046037 -0.240 0.213 -0.259
O 2.358887 -0.628537 -0.463373 -0.046 -0.150 0.794
H 0.728689 2.291894 -1.184515 -0.239 0.460 -0.778
H -0.793997 2.490924 -1.782085 0.435 0.535 -0.363
O -0.198256 2.022467 -1.203535 -0.293 -0.924 1.206
```
Positions in Å, forces in eV/Å.

* energy above the lowest of the compared OMol25 structures with the same formula, charge and spin: 0.0 kJ/mol
* total charge: +1
* frontier orbital gap: 0.38181 Eh
* E: -671.57595 Eh


What is the formula in the first record?
C4H22N2O6


Which value of energy above the lowest of the compared OMol25 structures with the same formula, charge and spin does entry 1 give?
431.7 kJ/mol


Repeat the first record exactly.
The following is a quantum chemistry calculation of a cluster of 7 separate species, C4H22N2O6 in total at a distorted geometry, from OMol25.

Structure (XYZ):
```
34
Properties=species:S:1:pos:R:3:forces:R:3
C -1.005825 -2.046477 -0.022270 -2.493 0.193 1.165
C -1.153157 -0.882377 0.904826 -0.618 0.596 2.439
C -0.918764 0.347085 0.127427 0.499 2.430 1.187
C -1.898278 1.178695 -0.121149 -3.322 -1.301 -0.462
N 0.414550 0.839439 -0.127350 -1.063 -0.053 -2.088
N 0.256180 -2.647130 0.036862 -0.282 0.847 1.401
H -1.912673 -2.550918 0.325750 0.822 -1.928 -0.002
H -1.398019 -1.806733 -0.979450 0.434 0.663 -1.301
H -0.558328 -0.942982 1.885073 -0.105 -0.203 -1.756
H -2.173588 -0.959579 1.415742 0.904 0.881 -1.267
H -1.805926 2.076034 -0.648579 0.464 1.320 -0.635
H -2.961965 0.820261 -0.026603 1.233 0.510 0.271
H 0.996579 0.081920 0.042082 1.875 -1.277 0.392
H 0.598383 1.023723 -1.165326 -0.618 0.132 2.052
H 0.809321 -2.601780 -0.737756 1.277 0.036 -2.702
H 0.178013 -3.536208 0.377846 0.306 -2.709 0.960
H 1.260187 -1.098235 1.159581 -0.296 -0.348 0.280
H 2.306042 -1.966978 1.766597 -1.311 2.164 0.983
O 1.748708 -1.130396 1.988962 2.062 -2.046 -0.665
H 2.938927 1.906075 -2.165752 3.231 -0.389 -1.240
H 2.023570 3.236707 -1.939672 0.896 -3.032 -0.022
O 2.137350 2.214372 -1.877567 -3.897 3.504 1.001
H 0.460776 -2.646409 -3.457447 -0.243 -0.115 -0.082
H 1.267033 -1.329901 -3.242626 -3.387 -1.177 -0.023
O 0.282681 -1.724858 -3.239807 3.845 1.232 0.202
H 0.091567 1.813002 3.757556 -2.246 -1.315 -0.255
H -0.684382 0.685139 3.047974 0.393 -2.079 -2.649
O -0.779542 1.262832 3.739700 1.461 3.391 3.058
H -1.357932 -0.291624 -3.086907 6.714 -2.581 5.891
H -1.742255 0.882815 -3.902752 -0.705 -2.482 0.695
O -1.968898 -0.076010 -3.629210 -6.193 5.125 -6.671
H 1.476501 1.591058 2.255488 0.226 0.866 0.003
H 1.796329 3.145432 2.276184 -0.094 -0.233 -0.278
O 1.523811 2.396743 2.810849 0.231 -0.620 0.117
```
Positions in Å, forces in eV/Å.

* SMILES: C=C(N)CCN.O.O.O.O.O.O
* energy above the lowest of the compared OMol25 structures with the same formula, charge and spin: 431.7 kJ/mol
* frontier orbital gap: 0.29577 Eh
* E: -726.40508 Eh


The lowest frontier orbital gap belongs to which entry?
C4H22N2O6